(1)
Computed, not measured: a 2-piece molecular cluster, C4H11O3 overall at a distorted geometry, with ωB97M-V/def2-TZVPD.

Computed properties:
- Gap between HOMO and LUMO (alpha / beta): 11.060 / 7.950 eV
- F_max: 3.202 eV/A
- Highest occupied orbital energy (alpha / beta): -10.36 / -10.29 eV
- Expectation value of S²: 0.76
- Spin multiplicity: 2
- ΔE to the lowest compared entry with this formula, charge and spin: 77.82 kJ/mol
- Calculated total energy: -10465.12793 eV
- Total charge: 0

```
18
Properties=species:S:1:pos:R:3:forces:R:3
C 0.552552 1.145968 0.816705 2.466 0.388 -2.006
C 0.528657 -0.265394 1.320539 0.724 0.031 -0.260
C -0.881332 -0.813804 1.194376 -0.414 -0.434 2.549
O -1.895842 0.109259 1.663598 0.169 0.692 -0.946
C 0.303077 1.189731 -0.851071 -0.522 0.346 0.895
O 0.917553 0.147358 -1.377075 0.126 -0.414 0.344
H -0.090827 1.869709 1.271988 -0.369 0.268 0.174
H 1.592946 1.488510 0.711713 -0.282 0.165 1.037
H 1.045372 -0.465732 2.268531 -0.925 0.892 0.566
H 1.303971 -0.763996 0.732676 -0.726 -0.571 -0.698
H -1.031793 -1.529203 2.049914 0.473 -0.675 -1.854
H -1.081541 -1.064647 0.155462 -0.123 -0.798 0.215
H -2.369016 0.424129 0.883392 -0.013 0.120 0.312
H -0.805663 1.209543 -0.937154 0.454 0.057 -0.492
H 0.874489 2.039951 -1.255994 -0.799 0.629 0.600
H 0.674637 -1.979218 -3.554148 -0.144 0.731 0.829
H 0.295582 -0.983902 -2.265144 0.552 -0.722 -0.880
O 0.067177 -1.758263 -2.828308 -0.648 -0.706 -0.385
```
Positions in Å, forces in eV/Å.

Atomic partial charges in e from the natural (NBO) method, atoms 1 to 2: atom 1 (C): -0.32, atom 2 (C): -0.48

(2)
Computed, not measured: C4H11O3Pr as an isolated structure at a distorted geometry, with ωB97M-V/def2-TZVPD.

Computed properties:
- Gap between HOMO and LUMO (alpha / beta): 6.879 / 7.690 eV
- F_max: 4.771 eV/A
- Highest occupied orbital energy (alpha / beta): -16.74 / -16.83 eV
- Expectation value of S²: 2.01
- Spin multiplicity: 3
- Calculated total energy: -24516.84981 eV
- Total charge: +2

```
19
Properties=species:S:1:pos:R:3:forces:R:3
C 0.096063 -2.318148 -1.436773 3.789 -1.821 2.255
O -1.153718 -0.986413 -3.005043 0.612 3.642 2.363
H 1.110058 -2.531068 -1.062738 -0.353 -0.012 1.130
H -0.566876 -3.037255 -0.936174 -0.522 1.092 -0.534
H 0.463105 -2.453134 -2.459773 -1.790 1.212 -0.285
H -0.848368 -1.220436 -3.881491 -0.032 0.052 -0.479
C 0.141060 -0.791526 0.941064 1.082 -1.600 0.451
C -0.259698 0.528301 1.557830 -0.696 0.017 1.261
O -0.239260 1.633248 0.648375 0.006 -0.563 -1.378
C 0.345211 2.840615 1.135808 0.593 0.836 0.720
H -0.550880 -1.570987 1.299128 0.520 0.176 0.144
H 1.189968 -1.002407 1.208663 -0.515 -0.294 0.148
H 0.467456 0.745012 2.351381 -0.551 -0.039 0.073
H -1.293737 0.469583 1.922326 0.407 0.113 0.304
H 0.238585 3.603315 0.358281 0.021 -0.035 0.131
H -0.172514 3.170788 2.044786 0.043 -0.052 -0.295
H 1.404902 2.656787 1.359260 -0.260 0.161 -0.076
Pr -0.467699 1.047313 -1.577736 -1.104 -3.132 -2.633
O 0.096343 -0.783588 -0.467175 -1.250 0.247 -3.299
```
Positions in Å, forces in eV/Å.

Atomic partial charges in e from the Löwdin method, atoms 1 to 2: atom 1 (C): 0.18, atom 2 (O): -0.40

(3)
Computed, not measured: C4H11O5 as an isolated structure at a distorted geometry, with ωB97M-V/def2-TZVPD.

Computed properties:
- Gap between HOMO and LUMO: 8.234 eV
- F_max: 4.321 eV/A
- Highest occupied orbital energy: -4.60 eV
- Spin multiplicity: 1
- ΔE to the lowest compared entry with this formula, charge and spin: 127.12 kJ/mol
- Calculated total energy: -14564.30528 eV
- Total charge: -1

```
20
Properties=species:S:1:pos:R:3:forces:R:3
C 1.370424 1.393686 0.229216 -2.834 -0.278 -0.676
O 0.770391 1.400293 1.482578 0.835 -0.933 0.189
C 0.526057 0.287362 -0.720495 1.807 3.345 2.053
C -0.850770 0.876707 -0.935883 -0.588 -2.659 0.458
C -1.737732 0.046072 -1.873953 1.171 1.540 -2.580
O -1.090042 -0.947846 -2.622447 -0.857 -0.100 1.730
O -2.837271 0.383457 -2.203066 -0.464 -0.271 0.318
H 1.129391 2.417229 -0.127941 0.752 -0.311 -0.696
H 2.441932 1.144111 0.127589 -0.121 0.076 0.410
H 0.556726 -0.494962 0.022590 -0.042 -1.028 -0.701
H 1.156172 0.247980 -1.593342 -0.109 -0.782 -0.574
H -1.442865 0.629892 -0.036909 0.478 1.306 0.372
H -0.793985 1.934266 -1.211028 -0.607 -0.279 0.050
H -0.627119 -1.444286 -1.923001 0.553 -0.049 -0.509
H 0.862710 0.274117 1.849987 0.110 0.614 0.122
H 1.670130 -0.767364 2.963423 -0.253 -0.181 -0.241
O 1.093345 -0.903817 2.198405 0.219 0.008 0.605
H -1.432154 -1.916787 1.314123 -0.245 -0.323 -0.373
H -0.090342 -2.055678 1.873567 0.612 -0.250 -0.833
O -0.674997 -2.504432 1.186586 -0.417 0.555 0.876
```
Positions in Å, forces in eV/Å.

Atomic partial charges in e from the natural (NBO) method, atoms 1 to 2: atom 1 (C): -0.02, atom 2 (O): -0.85

(4)
Computed, not measured: a 2-piece molecular cluster, C4H11OP overall at a distorted geometry, with ωB97M-V/def2-TZVPD.

Computed properties:
- Gap between HOMO and LUMO (alpha / beta): 8.570 / 7.476 eV
- F_max: 2.745 eV/A
- Highest occupied orbital energy (alpha / beta): -8.64 / -7.48 eV
- Spin multiplicity: 1
- ΔE to the lowest compared entry with this formula, charge and spin: 451.93 kJ/mol
- Calculated total energy: -15658.17700 eV
- Total charge: 0

```
17
Properties=species:S:1:pos:R:3:forces:R:3
C -2.448509 0.790998 -0.822266 1.771 -0.638 -1.890
C -1.405772 -1.419970 0.426060 1.954 0.319 0.868
C 3.562483 0.728411 -0.741964 0.432 0.331 -0.059
C -0.187171 -0.617145 -0.103367 1.309 -0.732 1.734
O -1.050082 1.527838 1.348607 1.156 0.650 1.314
P -0.799210 1.135553 -0.224003 0.273 0.072 -0.945
H -2.337727 0.258647 -1.876498 -0.844 1.278 2.279
H -3.325696 1.307367 -0.464796 -0.160 -0.052 -0.334
H -1.729048 -0.662863 1.185672 -0.938 -1.473 -0.487
H -2.006870 -1.630798 -0.434497 -1.029 0.023 0.147
H -1.115796 -2.367732 0.918290 -0.130 0.441 -0.199
H 3.866481 0.258611 -1.672343 -0.094 0.475 -0.012
H 3.713211 1.803803 -0.535979 -0.179 -0.930 -0.276
H 3.399087 0.028440 0.056879 -0.179 0.123 0.352
H 0.272601 -0.917994 -1.038704 -0.309 -0.180 -0.400
H 0.691174 -0.785016 0.656669 -1.489 0.991 -1.224
H -0.230170 1.942817 1.752179 -1.544 -0.698 -0.868
```
Positions in Å, forces in eV/Å.

Atomic partial charges in e from the natural (NBO) method, atoms 1 to 2: atom 1 (C): -0.75, atom 2 (C): -0.62

(5)
Computed, not measured: a 2-piece molecular cluster, C4H11OP overall at a distorted geometry, with ωB97M-V/def2-TZVPD.

Computed properties:
- Gap between HOMO and LUMO (alpha / beta): 8.103 / 7.856 eV
- F_max: 2.985 eV/A
- Highest occupied orbital energy (alpha / beta): -8.54 / -7.63 eV
- Spin multiplicity: 1
- ΔE to the lowest compared entry with this formula, charge and spin: 451.06 kJ/mol
- Calculated total energy: -15658.18605 eV
- Total charge: 0

```
17
Properties=species:S:1:pos:R:3:forces:R:3
C 1.183622 -2.048918 -0.169864 -2.701 -1.141 0.559
C -0.140367 0.192083 -2.269863 0.308 -0.452 0.683
C -1.007324 1.373415 3.206216 -0.477 -1.387 -0.241
C -0.744337 0.019241 -0.828828 0.978 -0.236 -2.273
O 1.601396 0.511165 0.269271 0.213 0.491 -0.045
P 0.401131 -0.577441 0.427702 -0.265 -0.715 0.962
H 0.871572 -3.112268 0.114059 0.247 1.766 -0.550
H 2.178502 -1.831754 -0.014111 2.517 -0.043 0.062
H -0.889236 -0.037084 -2.987894 -0.904 0.194 -0.645
H 0.384348 1.073035 -2.601973 -0.155 0.848 0.475
H 0.579096 -0.579652 -2.429645 0.653 -0.779 0.097
H -1.801522 1.060431 2.565269 -0.504 -0.308 -0.099
H -0.430899 0.607430 3.692233 0.151 0.147 0.191
H -0.681723 2.344053 3.035152 0.833 1.516 0.107
H -1.269999 -0.886236 -0.970419 -1.194 -1.111 -0.006
H -1.474435 0.773091 -0.656069 -0.306 0.725 0.890
H 1.240176 1.119410 -0.381236 0.605 0.486 -0.167
```
Positions in Å, forces in eV/Å.

Atomic partial charges in e from the natural (NBO) method, atoms 1 to 2: atom 1 (C): -0.81, atom 2 (C): -0.63

(6)
Computed, not measured: a 2-piece molecular cluster, C4H11OP overall at a distorted geometry, with ωB97M-V/def2-TZVPD.

Computed properties:
- Gap between HOMO and LUMO: 9.313 eV
- F_max: 4.754 eV/A
- Highest occupied orbital energy: -8.93 eV
- Spin multiplicity: 1
- ΔE to the lowest compared entry with this formula, charge and spin: 448.37 kJ/mol
- Calculated total energy: -15658.21390 eV
- Total charge: 0

```
17
Properties=species:S:1:pos:R:3:forces:R:3
C 1.068043 1.401951 -0.770532 3.221 -1.762 2.641
C 1.055669 -1.835858 0.062422 2.759 -3.219 -0.571
C -1.285045 0.812734 0.005744 -0.848 1.371 -1.963
C 0.005768 0.413430 -0.709892 0.468 -1.127 4.350
O 0.619445 -0.781844 0.718772 -0.397 4.509 -1.456
P -1.354054 0.151993 1.744253 -2.685 0.694 -0.112
H 1.769111 1.195829 -1.544374 0.568 -0.038 -0.714
H 1.718984 1.361802 0.236022 -1.483 -0.212 -1.975
H 0.792190 2.381988 -0.780192 -1.249 2.701 -0.378
H 1.749315 -1.663581 -0.865433 -1.279 -0.246 1.285
H 0.243289 -2.496684 -0.084571 -1.265 -0.960 -1.650
H 1.629520 -2.559847 0.719192 0.266 1.075 -0.188
H -2.067337 0.503045 -0.777582 0.385 0.459 1.762
H -1.425327 1.973656 0.234203 0.657 -2.245 -1.115
H 0.107830 -0.371657 -1.448024 -0.947 0.051 -0.092
H -1.766267 -1.139436 1.411432 -0.154 -0.373 0.156
H -2.861134 0.652479 1.848560 1.982 -0.677 0.019
```
Positions in Å, forces in eV/Å.

Atomic partial charges in e from the natural (NBO) method, atoms 1 to 2: atom 1 (C): -0.70, atom 2 (C): -0.25